[1]
C34H62Cl20N5 | the ωB97M-V functional and the def2-TZVPD basis

Geometry as XYZ:
```
121
Properties=species:S:1:pos:R:3:forces:R:3
C 4.099 -0.216 3.397 0.144 -0.262 0.580
N 3.624 1.073 3.898 -0.231 -0.680 -0.982
C 2.689 1.774 3.303 -0.136 0.941 0.503
N 2.365 3.002 3.859 1.724 0.865 -1.995
C 1.608 3.807 2.850 -0.880 -0.519 1.078
C 2.301 5.028 2.253 0.395 0.314 0.076
C 2.739 6.046 3.319 -0.540 -0.252 -0.213
N 1.929 6.595 4.123 0.475 -0.111 -0.104
C 1.258 2.724 1.830 0.323 1.105 -2.730
C -0.166 2.672 1.268 -0.357 0.049 1.024
C -1.329 2.746 2.249 0.374 0.001 -1.132
C -1.267 2.509 3.590 1.104 -0.245 1.005
C -2.366 2.631 4.420 0.389 -0.158 0.214
C -3.563 3.012 3.874 -0.263 -0.116 1.005
C -3.625 3.242 2.524 -2.054 0.642 -0.490
C -2.547 3.121 1.712 0.519 -0.105 -0.644
N 1.998 1.476 2.175 -1.243 0.273 1.563
C 1.258 0.206 2.146 0.663 -1.776 0.509
N 0.551 -0.098 3.402 0.302 0.107 -0.601
H 3.442 -1.040 3.692 -0.056 0.159 0.048
H 5.052 -0.416 3.885 0.051 -0.004 -0.291
H 4.185 -0.226 2.312 0.193 0.230 0.070
H 4.042 1.455 4.735 -0.249 -0.174 0.156
H 3.235 3.515 4.010 -0.162 -0.146 0.969
H 0.759 4.231 3.391 -0.266 -0.479 -0.176
H 3.107 4.782 1.553 0.067 -0.123 0.249
H 1.540 5.548 1.659 0.017 -0.181 -0.074
H 3.795 6.326 3.354 -0.105 -0.004 0.090
H 0.975 6.261 3.963 -0.018 0.097 0.070
H 1.812 3.085 0.948 -0.067 -0.347 -0.051
H -0.265 3.569 0.649 0.182 -0.111 -0.072
H -0.311 1.833 0.582 0.219 0.027 0.023
H -0.328 2.230 4.052 -0.021 -0.117 -0.084
H -2.228 2.413 5.471 -0.209 0.097 0.037
H -4.429 3.129 4.514 -0.088 0.003 -0.183
H -4.580 3.543 2.096 0.237 -0.105 0.060
H -2.623 3.308 0.646 -0.110 0.050 0.019
H 0.594 0.110 1.289 0.127 0.563 0.034
H 2.005 -0.586 2.030 0.043 0.235 -0.530
H 1.197 -0.645 3.964 -0.244 0.061 0.256
H -0.222 -0.722 3.184 -0.119 0.195 0.109
Cl -7.205 2.163 2.604 0.034 0.005 0.012
C -7.968 3.427 1.603 -0.087 0.123 -0.006
C -7.701 3.225 0.133 -0.150 0.187 0.082
Cl -5.986 3.498 -0.280 -0.004 0.009 -0.009
H -7.604 4.392 1.948 0.061 -0.041 0.004
H -9.040 3.377 1.791 0.005 -0.053 -0.041
H -8.284 3.939 -0.448 0.042 0.055 0.048
H -7.968 2.226 -0.186 0.090 -0.070 0.085
Cl 1.474 1.794 6.184 -0.166 -0.103 0.442
C 1.535 0.786 7.650 -0.173 -0.035 0.118
C 2.857 0.951 8.351 -0.088 0.004 0.170
Cl 4.183 0.274 7.362 0.130 0.020 -0.010
H 1.366 -0.247 7.356 0.050 0.015 -0.029
H 0.718 1.093 8.302 0.058 0.082 0.009
H 2.848 0.418 9.300 0.052 -0.100 -0.069
H 3.084 1.996 8.548 0.013 -0.002 -0.103
Cl 1.424 0.949 -2.316 0.004 0.043 0.095
C 1.468 -0.838 -2.308 0.083 -0.167 -0.023
C 0.092 -1.443 -2.366 0.055 -0.042 -0.204
Cl -0.836 -1.149 -0.870 -0.098 0.075 0.210
H 2.006 -1.154 -1.417 -0.037 0.050 0.024
H 2.039 -1.147 -3.182 -0.080 0.035 -0.052
H 0.168 -2.522 -2.483 0.001 0.051 0.054
H -0.486 -1.050 -3.198 0.006 0.063 0.089
Cl -7.308 0.906 -2.169 -0.028 -0.240 -0.342
C -5.874 -0.094 -2.521 0.110 -0.101 0.168
C -5.300 0.163 -3.890 0.172 0.088 -0.015
Cl -6.365 -0.404 -5.201 -0.060 0.015 -0.024
H -6.159 -1.136 -2.398 -0.059 0.023 -0.054
H -5.130 0.152 -1.764 0.011 0.049 -0.035
H -4.359 -0.376 -3.995 -0.024 -0.059 0.043
H -5.109 1.222 -4.050 -0.093 0.010 0.015
Cl 1.959 -1.241 -6.437 0.065 -0.032 0.070
C 0.482 -1.074 -7.426 -0.072 0.034 -0.152
C -0.729 -0.764 -6.585 -0.056 0.115 -0.087
Cl -1.198 -2.142 -5.553 -0.049 -0.070 0.021
H 0.352 -1.994 -7.991 0.031 -0.046 0.090
H 0.661 -0.263 -8.129 -0.002 0.047 0.060
H -1.580 -0.544 -7.228 0.153 -0.121 0.097
H -0.557 0.096 -5.941 0.061 -0.042 0.045
Cl 6.602 -1.862 6.077 -0.069 0.018 0.010
C 7.805 -2.852 5.210 0.118 -0.089 -0.020
C 7.948 -2.435 3.769 0.159 0.011 0.010
Cl 6.487 -2.808 2.812 -0.029 0.015 -0.014
H 7.507 -3.894 5.299 -0.082 0.037 -0.024
H 8.755 -2.722 5.726 -0.007 0.070 -0.027
H 8.774 -2.974 3.309 -0.043 -0.053 0.013
H 8.142 -1.369 3.680 -0.066 0.002 0.013
Cl 4.791 -3.372 -9.864 0.003 0.006 -0.017
C 6.018 -2.797 -8.707 0.067 -0.065 0.075
C 5.716 -1.410 -8.200 -0.005 0.035 0.143
Cl 5.893 -0.173 -9.471 -0.029 0.006 -0.010
H 6.988 -2.840 -9.196 -0.047 0.042 -0.067
H 6.021 -3.499 -7.874 -0.048 0.035 0.017
H 6.412 -1.148 -7.405 0.050 -0.042 -0.043
H 4.704 -1.342 -7.806 -0.028 -0.013 -0.091
Cl 1.308 -4.867 -2.438 0.053 -0.030 -0.002
C 0.824 -5.717 -0.944 0.057 -0.090 0.156
C -0.536 -6.355 -1.065 -0.067 -0.099 0.022
Cl -1.840 -5.149 -1.159 0.049 0.073 -0.142
H 0.856 -5.001 -0.126 -0.068 0.060 -0.066
H 1.576 -6.483 -0.761 -0.025 -0.025 -0.067
H -0.736 -6.967 -0.184 0.020 0.039 0.023
H -0.602 -6.992 -1.944 0.018 0.062 -0.030
Cl -3.110 -6.904 1.812 0.050 0.017 0.007
C -1.889 -6.314 2.967 0.005 -0.075 0.044
C -2.194 -4.923 3.464 0.021 0.016 0.141
Cl -2.017 -3.692 2.184 0.044 0.027 0.025
H -0.916 -6.357 2.480 -0.029 0.055 -0.037
H -1.883 -7.009 3.805 -0.032 0.045 0.026
H -1.498 -4.657 4.259 0.031 -0.041 -0.028
H -3.205 -4.853 3.858 -0.023 -0.009 -0.095
Cl -5.382 1.872 -10.913 0.025 -0.022 -0.001
C -5.656 0.968 -9.403 -0.083 -0.045 -0.013
C -4.598 1.253 -8.369 -0.157 0.069 0.213
Cl -3.004 0.595 -8.832 -0.077 0.118 -0.196
H -5.698 -0.091 -9.647 0.063 0.017 -0.030
H -6.630 1.271 -9.022 0.044 0.038 0.048
H -4.872 0.785 -7.425 -0.027 -0.079 -0.042
H -4.483 2.321 -8.201 0.069 -0.007 -0.114
```
Positions in Å, forces in eV/Å.

Summary:
Charge: +1
HOMO-LUMO gap (eV): 9.00
LUMO (Eh): -0.0766
HOMO (eV): -11.085
Electronic energy (Ha): -10810.1607

[2]
C34H63BClN3O23P | the ωB97M-V functional and the def2-TZVPD basis

Geometry as XYZ:
```
126
Properties=species:S:1:pos:R:3:forces:R:3
C 1.299 0.297 3.377 0.045 -0.123 -0.696
C 2.026 1.542 2.841 -0.095 0.103 0.394
C 1.098 2.663 2.364 0.067 -0.096 0.267
N 0.723 2.604 0.929 0.128 -0.604 0.025
C -0.255 1.679 0.619 0.125 0.406 -0.103
C -1.608 2.001 0.778 -0.319 -0.206 0.609
C -2.073 3.400 1.164 0.087 0.360 -0.401
O -1.252 4.124 2.039 0.007 -0.146 0.269
O -1.782 4.091 3.375 -0.083 0.141 -0.054
C -2.541 1.028 0.497 -0.025 -0.170 0.312
C -3.989 1.393 0.649 -0.081 0.326 -0.815
O -4.479 2.109 -0.179 -0.413 -0.146 0.398
O -4.625 0.901 1.724 0.506 0.110 -0.008
B -4.833 1.824 2.798 -0.444 0.362 0.433
O -5.799 2.760 2.738 0.286 0.051 -0.278
O -4.025 1.795 3.887 0.164 -0.485 -0.393
C -3.147 0.676 4.053 -0.034 0.072 0.686
C -2.204 -0.244 0.008 0.112 0.088 -0.094
C -3.296 -1.215 -0.334 -0.477 -0.587 0.956
C -3.888 -1.932 0.906 0.628 1.402 0.353
C -2.996 -2.187 2.060 -0.303 -2.852 -0.772
O -3.499 -3.232 1.094 -0.364 -0.157 0.172
C -0.870 -0.507 -0.192 0.509 0.041 -0.087
P -0.420 -2.163 -0.959 -0.347 -0.417 -0.408
O 0.940 -2.686 -0.259 -0.280 0.117 0.255
Cl 0.192 -1.401 -2.769 -0.023 0.265 0.071
N 0.060 0.457 0.120 -0.217 0.021 -0.139
N 1.387 0.121 -0.158 -0.016 -0.407 -0.078
H 1.798 -0.610 3.030 0.069 -0.155 0.239
H 1.271 0.280 4.461 -0.025 -0.029 0.093
H 0.268 0.235 3.018 -0.092 0.064 0.015
H 2.755 1.281 2.073 0.052 0.046 -0.092
H 2.609 1.954 3.663 0.142 0.056 -0.020
H 1.547 3.630 2.567 -0.060 0.161 -0.207
H 0.182 2.607 2.943 -0.023 0.182 0.053
H 1.549 2.490 0.359 0.053 0.118 -0.014
H -3.085 3.406 1.565 -0.102 -0.085 -0.034
H -2.116 3.976 0.235 0.061 0.061 -0.056
H -2.132 3.195 3.520 0.082 -0.074 -0.059
H -6.169 2.862 1.854 -0.234 -0.033 0.058
H -3.686 -0.261 3.952 0.040 -0.057 -0.218
H -2.294 0.720 3.374 -0.064 -0.056 -0.201
H -2.767 0.718 5.070 0.033 0.115 0.066
H -2.928 -2.062 -0.901 -0.069 0.268 -0.601
H -4.110 -0.692 -0.830 0.090 -0.064 -0.402
H -4.918 -1.686 1.157 -0.001 -0.116 -0.131
H -1.937 -2.366 1.925 0.329 1.237 0.347
H -3.398 -2.471 3.021 -0.011 0.648 0.260
H 1.238 -2.248 0.542 0.274 -0.012 -0.023
H 1.898 0.866 -0.605 -0.034 0.020 -0.140
H 1.857 -0.240 0.661 0.118 0.359 0.167
C 4.628 -4.770 -7.259 -0.218 0.037 0.114
C 5.556 -3.995 -6.350 0.210 -0.170 -0.253
O 4.834 -3.116 -5.464 0.003 0.049 -0.010
C 4.250 -3.704 -4.429 0.029 0.032 -0.008
O 4.291 -4.873 -4.146 0.013 -0.047 0.032
O 3.604 -2.765 -3.728 -0.054 0.103 0.019
C 2.862 -3.273 -2.620 0.226 -0.215 0.068
H 3.974 -4.089 -7.805 0.068 0.015 -0.067
H 5.206 -5.353 -7.975 0.024 0.020 -0.009
H 3.999 -5.451 -6.688 0.059 -0.043 0.021
H 6.197 -3.336 -6.932 -0.049 0.120 0.065
H 6.195 -4.656 -5.768 -0.097 -0.019 0.097
H 3.495 -3.886 -1.981 -0.013 -0.091 -0.064
H 2.015 -3.859 -2.978 0.021 -0.079 0.067
H 2.507 -2.424 -2.058 0.123 0.161 -0.085
C -3.384 3.878 6.366 -0.009 -0.166 0.166
C -2.696 5.083 6.968 0.029 0.062 -0.316
O -2.764 5.080 8.401 0.001 0.010 0.001
C -1.928 4.239 9.005 -0.008 0.043 0.036
O -1.131 3.516 8.460 0.021 -0.053 -0.029
O -2.118 4.336 10.316 -0.015 -0.012 0.022
C -1.327 3.441 11.105 0.049 -0.015 0.134
H -4.413 3.805 6.719 -0.037 0.066 -0.081
H -3.392 3.957 5.280 -0.083 0.080 0.009
H -2.872 2.957 6.647 0.069 0.036 -0.015
H -3.197 5.999 6.661 -0.046 0.030 0.136
H -1.656 5.150 6.648 0.036 -0.075 0.078
H -0.272 3.539 10.863 -0.001 -0.021 -0.060
H -1.652 2.414 10.950 0.041 -0.010 -0.055
H -1.495 3.725 12.139 -0.060 0.047 -0.017
C 1.799 5.634 -2.979 -0.224 -0.008 0.128
C 1.780 4.205 -3.475 0.332 0.208 -0.167
O 0.776 3.413 -2.806 0.075 -0.102 0.124
C -0.474 3.618 -3.221 -0.097 0.007 -0.060
O -0.829 4.362 -4.091 0.021 -0.003 0.015
O -1.281 2.836 -2.491 -0.003 -0.095 0.170
C -2.681 2.989 -2.771 -0.107 -0.112 0.018
H 1.920 5.660 -1.895 0.095 0.003 -0.003
H 2.624 6.177 -3.437 0.023 -0.023 -0.001
H 0.871 6.146 -3.225 0.017 -0.001 -0.074
H 2.722 3.710 -3.249 -0.051 -0.107 0.062
H 1.626 4.155 -4.551 -0.138 -0.005 0.018
H -2.899 2.862 -3.828 0.132 0.077 -0.042
H -3.032 3.963 -2.433 0.027 0.040 -0.080
H -3.175 2.212 -2.199 -0.012 0.003 0.002
C 6.205 -4.611 -0.054 0.088 0.140 0.210
C 4.965 -5.233 0.549 -0.027 -0.023 -0.447
O 5.017 -5.265 1.986 0.040 0.064 0.012
C 4.751 -4.120 2.599 -0.066 -0.107 0.022
O 4.405 -3.086 2.074 -0.084 0.061 -0.019
O 4.905 -4.306 3.907 0.019 0.036 0.017
C 4.715 -3.142 4.712 -0.004 0.027 0.120
H 7.097 -5.127 0.300 -0.006 -0.069 -0.073
H 6.165 -4.680 -1.142 -0.012 -0.043 -0.002
H 6.294 -3.562 0.225 -0.055 0.023 -0.036
H 4.879 -6.271 0.238 -0.031 -0.061 0.183
H 4.062 -4.710 0.233 -0.004 0.048 0.076
H 3.751 -2.680 4.507 0.004 0.015 -0.049
H 5.516 -2.425 4.536 -0.029 0.033 -0.052
H 4.749 -3.480 5.742 0.025 -0.066 -0.017
C -2.125 -1.601 -5.395 -0.249 -0.158 -0.074
C -1.070 -1.620 -6.481 0.122 0.245 0.210
O -1.230 -2.735 -7.367 0.032 -0.029 0.027
C -2.213 -2.610 -8.262 0.037 -0.024 -0.031
O -2.934 -1.655 -8.388 -0.045 0.037 0.010
O -2.250 -3.721 -8.991 -0.009 -0.033 0.001
C -3.302 -3.759 -9.962 -0.037 -0.070 -0.126
H -2.134 -2.551 -4.858 0.088 0.033 0.059
H -1.923 -0.796 -4.688 0.027 0.015 -0.006
H -3.118 -1.449 -5.816 0.033 0.067 -0.061
H -0.079 -1.746 -6.047 0.020 -0.119 -0.062
H -1.068 -0.691 -7.050 -0.103 -0.035 -0.075
H -3.273 -2.879 -10.600 -0.015 0.046 0.045
H -4.269 -3.829 -9.468 -0.007 0.071 0.008
H -3.128 -4.651 -10.556 0.055 -0.028 0.050
```
Positions in Å, forces in eV/Å.

Summary:
Charge: +1
HOMO-LUMO gap (eV): 7.89
LUMO (Eh): -0.1610
HOMO (eV): -12.269
Electronic energy (Ha): -4054.3312